ORCA calculation (wB97M-V/def2-TZVPD) on C30H33GeN3OPt as an isolated structure.

XYZ file:
```
69
Properties=species:S:1:pos:R:3:forces:R:3:nbo_charge:R:1
Pt -1.289757 -0.169143 -0.549908 0.2820 -0.1092 -0.0991 0.066
O 0.941902 1.087126 1.635353 0.0653 0.0430 -0.0228 -0.745
C 1.970763 1.453329 0.729534 0.0065 -0.0786 0.0098 -0.066
C 3.306207 0.999012 1.291946 -0.0159 0.0241 0.0253 -0.401
C 3.467849 -0.524212 1.346363 -0.0215 0.0184 0.0517 -0.445
C 3.555055 -1.154289 -0.016240 -0.0211 -0.0022 0.0549 0.226
C 4.661356 -0.944587 -0.840557 -0.0292 0.0043 -0.0143 -0.258
C 4.681318 -1.507806 -2.102107 0.0140 0.0088 0.0026 -0.165
C 3.593580 -2.264413 -2.514369 -0.0332 -0.0108 -0.0120 -0.277
C 2.543578 -2.427663 -1.627650 0.0216 0.0647 0.0010 0.050
N 2.519943 -1.898659 -0.404887 -0.0843 -0.0917 -0.0459 -0.444
H 0.119488 1.012528 1.124933 -0.0348 -0.0258 0.0354 0.485
H 1.992737 2.541108 0.595025 -0.0206 0.0219 -0.0143 0.156
H 1.786193 0.998377 -0.250468 0.0379 -0.0049 -0.0147 0.175
H 3.403360 1.397364 2.305058 -0.0062 0.0273 -0.0079 0.212
H 4.108108 1.445045 0.695503 0.0084 -0.0233 -0.0043 0.197
H 2.609750 -0.956099 1.860829 0.0133 0.0131 0.0140 0.240
H 4.366647 -0.765785 1.920350 0.0075 -0.0114 -0.0197 0.210
H 5.490199 -0.344114 -0.486793 -0.0063 0.0055 -0.0009 0.215
H 5.529238 -1.356886 -2.758390 -0.0015 -0.0033 0.0014 0.215
H 3.556629 -2.712330 -3.497939 0.0025 -0.0045 0.0037 0.218
H 1.664232 -2.997140 -1.912739 0.0185 -0.0218 -0.0129 0.185
C -1.881421 1.349819 -1.376214 -0.2469 -0.0013 0.0663 -0.640
Ge -3.741565 1.831930 -0.944866 0.0343 0.0860 -0.0418 1.502
C -3.724661 2.391718 0.931191 0.0095 0.0236 0.0015 -0.335
C -4.420757 1.682110 1.906980 -0.0008 -0.0187 -0.0013 -0.237
C -4.360850 2.058610 3.242794 -0.0002 0.0053 -0.0044 -0.217
C -3.595610 3.150147 3.624715 0.0026 0.0004 -0.0105 -0.199
C -2.888040 3.861631 2.665844 -0.0035 -0.0037 0.0004 -0.213
C -2.954072 3.483067 1.332903 -0.0037 0.0004 0.0121 -0.231
C -4.389979 3.293321 -2.089106 0.0251 0.0271 -0.0158 -0.351
C -3.690943 4.500869 -2.148526 -0.0087 -0.0120 -0.0072 -0.239
C -4.114786 5.538948 -2.965537 -0.0035 -0.0042 0.0033 -0.202
C -5.250662 5.385004 -3.748672 0.0045 -0.0028 0.0030 -0.216
C -5.951381 4.189145 -3.712196 0.0033 0.0005 0.0063 -0.213
C -5.522204 3.153893 -2.890517 0.0064 0.0042 0.0033 -0.236
C -4.987664 0.342103 -1.154616 -0.0056 -0.0218 0.0042 -0.456
C -4.615187 -0.881934 -1.706880 -0.0215 0.0102 -0.0102 -0.194
C -5.542970 -1.904962 -1.859459 0.0057 0.0078 0.0065 -0.222
C -6.857700 -1.721435 -1.455477 0.0005 0.0060 0.0007 -0.211
C -7.244962 -0.507733 -0.903954 0.0137 0.0027 -0.0055 -0.242
C -6.316295 0.514471 -0.760593 0.0028 -0.0205 -0.0026 -0.152
H -1.350170 1.982811 -2.094238 0.0239 0.0161 0.0396 0.173
H -5.011672 0.817418 1.628043 0.0067 0.0008 -0.0009 0.215
H -4.909684 1.494189 3.986760 0.0011 0.0015 -0.0040 0.209
H -3.544390 3.441955 4.666011 0.0014 -0.0003 -0.0014 0.209
H -2.278426 4.707793 2.957007 -0.0013 -0.0020 0.0000 0.211
H -2.382758 4.046618 0.603924 -0.0019 0.0006 0.0031 0.202
H -2.794649 4.641063 -1.553921 0.0004 0.0004 -0.0016 0.202
H -3.557759 6.467243 -2.993262 -0.0002 -0.0018 0.0006 0.209
H -5.584164 6.192725 -4.387894 0.0012 -0.0017 0.0012 0.211
H -6.833971 4.059088 -4.326264 0.0007 -0.0015 0.0017 0.210
H -6.079162 2.224329 -2.880778 -0.0009 -0.0016 0.0005 0.216
H -3.586866 -1.038862 -2.011461 -0.0031 -0.0008 0.0009 0.226
H -5.237569 -2.847546 -2.297501 -0.0003 0.0000 0.0010 0.208
H -7.580059 -2.519716 -1.572901 0.0021 0.0039 -0.0004 0.210
H -8.269550 -0.355514 -0.588251 0.0007 -0.0008 0.0006 0.211
H -6.635416 1.459235 -0.332086 0.0012 0.0059 -0.0009 0.206
C -2.264493 -4.838726 1.640324 0.0138 0.0158 0.0156 -0.395
N -1.050989 -4.365586 0.980812 -0.0212 0.0352 -0.0379 -0.445
C 0.161638 -5.169199 1.097867 0.0167 -0.0065 -0.0041 -0.397
C -0.968680 -3.113343 0.607380 0.2102 -0.0716 0.0658 0.562
N -0.878592 -2.015066 0.262983 -0.3019 0.0352 -0.0221 -0.480
H -2.498022 -5.840216 1.279846 0.0057 0.0024 -0.0010 0.207
H -3.089716 -4.173782 1.398418 0.0088 -0.0045 0.0030 0.231
H -2.131533 -4.868553 2.724159 -0.0011 -0.0021 -0.0030 0.200
H -0.028340 -6.165261 0.698100 -0.0111 0.0048 0.0034 0.205
H 0.469306 -5.253650 2.142383 0.0030 0.0059 -0.0027 0.201
H 0.959635 -4.701114 0.528436 0.0287 0.0343 0.0037 0.236
```
Positions in Å, forces in eV/Å.

Output
energy relative to the best compared isomer or geometry (same formula, charge and spin): 9.5 kcal/mol
electronic energy: -97922.853 eV
spin multiplicity: 1
orbital gap: 7.21 eV
HOMO: -7.43 eV